ORCA calculation (ωB97M-V/def2-TZVPD) on C44H50F5N5O3P3S3SeSiSrTe as an isolated structure in a non-equilibrium geometry.

XYZ file:
```
117
C44H50F5N5O3P3S3SeSiSrTe | the OMol25 dataset | ωB97M-V/def2-TZVPD
Sr 0.526 -0.157 0.397
F 5.728 0.411 3.888
C 4.841 -0.133 3.054
C 3.499 0.190 3.145
F 3.102 1.028 4.103
C 2.576 -0.353 2.278
F 1.300 0.076 2.665
C 2.912 -1.339 1.245
S 1.966 -2.351 -0.001
C 4.280 -1.620 1.264
F 4.767 -2.569 0.458
C 5.223 -1.047 2.106
F 6.504 -1.412 2.016
C -4.232 1.143 -5.354
Si -3.812 1.790 -3.631
C -4.742 0.714 -2.416
C -4.384 3.579 -3.514
C -1.924 1.818 -3.544
C -1.262 2.245 -4.687
C 0.125 2.218 -4.767
C 0.805 1.735 -3.668
N 0.222 1.355 -2.536
C -1.124 1.411 -2.446
S -1.838 0.946 -0.941
H -5.315 1.097 -5.494
H -3.840 0.130 -5.483
H -3.820 1.761 -6.153
H -5.712 0.437 -2.838
H -4.895 1.231 -1.468
H -4.178 -0.188 -2.175
H -5.437 3.690 -3.781
H -3.791 4.211 -4.179
H -4.251 3.955 -2.496
H -1.829 2.594 -5.544
H 0.656 2.541 -5.652
H 1.889 1.655 -3.694
C 0.661 5.628 0.843
P -0.324 4.073 0.994
C -1.547 4.443 -0.331
C -1.393 4.438 2.460
C -1.546 5.741 2.939
C -2.342 6.024 4.037
C -3.007 4.994 4.684
C -2.854 3.695 4.230
C -2.055 3.389 3.127
P -1.801 1.630 2.603
C -3.476 1.248 1.947
C -1.872 0.771 4.225
H 0.060 6.527 0.687
H 1.313 5.502 -0.023
H 1.296 5.769 1.720
H -2.071 5.382 -0.137
H -2.252 3.617 -0.419
H -1.017 4.509 -1.284
H -1.029 6.558 2.454
H -2.439 7.045 4.385
H -3.636 5.200 5.542
H -3.369 2.897 4.750
H -4.218 1.168 2.745
H -3.431 0.317 1.382
H -3.774 2.038 1.256
H -2.839 0.852 4.726
H -1.096 1.172 4.880
H -1.654 -0.282 4.044
S -1.309 -4.989 -5.527
C -0.574 -3.723 -4.523
C -1.334 -2.892 -3.714
C -0.687 -1.901 -2.994
N 0.632 -1.713 -3.022
C 1.354 -2.555 -3.756
C 0.806 -3.565 -4.530
C -2.749 -4.126 -6.106
C -2.651 -2.943 -6.828
C -3.816 -2.344 -7.276
N -5.035 -2.839 -7.063
C -5.115 -3.965 -6.364
C -4.012 -4.644 -5.862
H -2.405 -3.012 -3.627
H -1.260 -1.247 -2.344
H 2.431 -2.416 -3.729
H 1.439 -4.213 -5.121
H -1.687 -2.496 -7.030
H -3.767 -1.420 -7.841
H -6.113 -4.348 -6.181
H -4.135 -5.550 -5.285
C 1.321 -4.577 4.284
C 1.259 -4.007 2.882
O 0.465 -2.817 2.882
P -1.012 -2.738 2.245
O -1.213 -1.324 1.770
Te -1.662 -4.404 0.681
O -1.801 -2.949 3.649
C -3.180 -3.315 3.716
C -4.106 -2.294 3.080
H 1.918 -5.492 4.291
H 0.318 -4.808 4.643
H 1.772 -3.861 4.973
H 0.841 -4.729 2.178
H 2.248 -3.724 2.521
H -3.386 -3.408 4.783
H -3.308 -4.294 3.248
H -4.188 -1.395 3.694
H -5.100 -2.726 2.952
H -3.735 -1.999 2.098
Se 2.767 0.207 -1.516
N 2.443 1.449 -0.243
C 3.637 1.942 0.085
C 3.813 2.987 1.039
C 5.072 3.434 1.293
C 6.208 2.866 0.640
C 6.073 1.867 -0.273
C 4.768 1.389 -0.585
N 4.501 0.425 -1.466
H 2.940 3.402 1.527
H 5.222 4.234 2.007
H 7.194 3.244 0.880
H 6.927 1.429 -0.771
```

Calculated values
**Energy relative to the best compared isomer or geometry (same formula, charge and spin)**: 51.58 kcal/mol
**Multiplicity**: 1
**F_max**: 0.071 Eh/bohr
**Molar mass**: 1303.3 Da
**Total charge**: -1
**Energy**: -215351.962 eV